The following is a DFT calculation (wB97M-V/def2-TZVPD) of a 2-piece molecular cluster, C3H10N overall in a non-equilibrium geometry.

charge	+1
ΔE to the lowest compared entry with this formula, charge and spin	1.5106	eV
lowest unoccupied orbital energy	-3.86	eV
multiplicity	1
E_tot	-174.75606	Eh

Geometry as XYZ:
```
14
C3H10N (wB97M-V/def2-TZVPD)
N 1.25945 -1.38552 0.71040
H 2.21895 -1.26550 0.39148
H 1.14535 -1.41389 1.72280
H 0.93789 -2.30312 0.39210
H 0.59709 -0.62757 0.24109
C -1.06862 1.40963 0.47115
C -0.16697 0.79652 -0.56569
C -0.53822 -0.16915 -1.42337
H -0.44842 1.62345 1.35245
H -1.84698 0.73477 0.83886
H -1.57092 2.32560 0.17763
H 0.81458 1.26941 -0.71040
H 0.25343 -0.73126 -1.92508
H -1.58660 -0.26337 -1.67343
```